Entry 1:
93
Properties=species:S:1:pos:R:3 method="wB97M-V/def2-TZVPD" lumo_ev="1.786 / 1.790" orbital_gap_ev="6.005 / 6.150" homo_energy_ev="-4.2 / -4.4" multiplicity=2 total_charge=-1 s_squared=0.759
Ru 0.307 -0.412 0.335
N -1.446 1.799 3.634
C -1.476 3.180 3.336
C -2.433 4.006 3.899
C -2.421 5.364 3.612
C -1.478 5.882 2.740
C -0.549 5.041 2.142
C -0.534 3.695 2.463
S 0.675 2.613 1.781
N -0.137 1.107 1.797
C -1.026 0.876 2.696
C -1.556 -0.497 2.814
C -2.302 -0.934 3.905
C -2.697 -2.258 3.958
C -2.320 -3.111 2.935
C -1.560 -2.602 1.898
N -1.202 -1.323 1.826
H -2.247 1.501 4.165
H -3.182 3.588 4.563
H -3.163 6.011 4.061
H -1.481 6.936 2.496
H 0.148 5.418 1.407
H -2.552 -0.276 4.725
H -3.279 -2.619 4.796
H -2.597 -4.156 2.937
H -1.215 -3.230 1.088
C 2.208 -0.072 3.387
Si 2.003 -1.094 1.796
C 1.688 -2.816 2.564
C 3.730 -1.096 1.032
C 4.874 -1.620 1.637
C 6.110 -1.533 1.014
C 6.212 -0.909 -0.225
C 5.080 -0.383 -0.830
C 3.828 -0.469 -0.217
Si 2.208 0.144 -1.029
C 2.390 -0.482 -2.807
C 2.399 2.021 -1.281
H 2.980 -0.555 3.996
H 1.295 -0.027 3.988
H 2.534 0.949 3.189
H 2.601 -3.144 3.072
H 1.405 -3.593 1.852
H 0.902 -2.751 3.322
H 4.805 -2.107 2.607
H 6.993 -1.949 1.487
H 7.176 -0.839 -0.717
H 5.172 0.090 -1.804
H 3.094 0.195 -3.305
H 1.441 -0.430 -3.339
H 2.794 -1.493 -2.874
H 3.425 2.239 -1.600
H 2.173 2.630 -0.409
H 1.720 2.333 -2.078
O -0.663 0.622 -3.040
C -1.159 1.596 -2.492
N -0.983 1.960 -1.198
S -1.771 3.307 -0.837
O -0.891 4.441 -0.663
O -2.731 3.088 0.225
C -2.596 3.504 -2.399
C -3.503 4.451 -2.831
C -3.943 4.358 -4.146
C -3.477 3.347 -4.986
C -2.562 2.407 -4.529
C -2.128 2.503 -3.220
H -3.855 5.233 -2.172
H -4.658 5.078 -4.525
H -3.836 3.299 -6.007
H -2.187 1.612 -5.162
C -4.136 -2.572 -1.111
C -3.586 -1.309 -0.948
C -2.211 -1.126 -0.973
C -1.330 -2.208 -1.108
C -1.905 -3.479 -1.307
C -3.277 -3.650 -1.307
N 0.038 -2.008 -0.907
C 0.916 -2.853 -1.602
C 2.123 -3.260 -1.036
C 3.043 -4.006 -1.759
C 2.774 -4.384 -3.065
C 1.571 -3.987 -3.642
C 0.661 -3.229 -2.929
H -5.210 -2.714 -1.110
H -4.224 -0.441 -0.826
H -1.826 -0.116 -0.912
H -1.261 -4.341 -1.428
H -3.683 -4.645 -1.452
H 2.361 -2.956 -0.030
H 3.982 -4.279 -1.292
H 3.494 -4.960 -3.633
H 1.354 -4.246 -4.671
H -0.242 -2.875 -3.409



Entry 2:
93
Properties=species:S:1:pos:R:3 method="wB97M-V/def2-TZVPD" lumo_ev="0.077 / 0.076" orbital_gap_ev="4.949 / 6.944" homo_energy_ev="-4.9 / -6.9" multiplicity=2 total_charge=0 s_squared=0.794
Cu 0.500 -1.648 -0.681
Br -5.837 1.988 -2.262
C -4.253 1.315 -1.448
C -3.564 2.120 -0.550
C -2.421 1.591 0.037
C -2.001 0.310 -0.245
O -0.862 -0.146 0.407
C -2.676 -0.523 -1.172
C -2.352 -1.869 -1.512
N -1.250 -2.523 -1.106
C -1.168 -3.877 -1.179
C -2.170 -4.753 -1.604
C -1.977 -6.140 -1.610
C -0.811 -6.722 -1.185
C 0.232 -5.887 -0.716
C 1.459 -6.392 -0.236
C 2.431 -5.540 0.214
C 2.173 -4.162 0.181
N 1.043 -3.659 -0.260
C 0.065 -4.483 -0.712
C -3.831 0.047 -1.764
H -3.900 3.121 -0.321
H -1.824 2.186 0.719
H -3.085 -2.377 -2.135
H -3.129 -4.363 -1.916
H -2.789 -6.770 -1.956
H -0.676 -7.796 -1.190
H 1.617 -7.465 -0.230
H 3.378 -5.906 0.586
H 2.921 -3.452 0.526
H -4.397 -0.546 -2.471
I 5.325 -1.119 -3.865
C 4.312 -0.754 -2.091
C 4.987 -0.368 -0.947
C 4.252 -0.126 0.202
C 2.878 -0.289 0.166
N 2.228 -0.677 -0.937
C 2.932 -0.901 -2.048
H 6.063 -0.253 -0.954
H 4.735 0.189 1.117
H 2.260 -0.091 1.036
H 2.371 -1.191 -2.927
C -1.826 -2.106 4.652
C -0.810 -1.710 3.603
C 0.141 -2.864 3.314
O -1.501 -1.431 2.361
B -0.786 -0.447 1.736
O 0.157 0.152 2.543
C -0.063 -0.366 3.882
C 1.278 -0.521 4.569
C -0.924 0.652 4.611
H -2.324 -3.024 4.339
H -2.584 -1.336 4.787
H -1.336 -2.293 5.611
H -0.439 -3.711 2.945
H 0.686 -3.173 4.207
H 0.861 -2.595 2.537
H 1.971 -1.094 3.954
H 1.161 -1.030 5.528
H 1.713 0.462 4.756
H -1.891 0.776 4.119
H -0.410 1.615 4.608
H -1.096 0.358 5.647
O 0.510 1.864 -1.264
S 1.596 2.628 -1.926
C 0.792 4.077 -2.664
C -0.241 3.593 -3.641
C 0.135 3.091 -4.883
C -0.820 2.596 -5.758
C -2.160 2.597 -5.396
C -2.541 3.092 -4.158
C -1.584 3.584 -3.283
C 2.499 3.490 -0.586
C 1.589 4.099 0.436
C 1.435 5.479 0.525
C 0.557 6.036 1.446
C -0.179 5.212 2.286
C -0.029 3.834 2.206
C 0.850 3.277 1.288
H 1.573 4.671 -3.147
H 0.341 4.647 -1.852
H 1.183 3.085 -5.167
H -0.517 2.208 -6.723
H -2.907 2.205 -6.074
H -3.584 3.077 -3.866
H -1.877 3.945 -2.304
H 3.153 4.224 -1.064
H 3.127 2.711 -0.153
H 2.007 6.125 -0.133
H 0.449 7.111 1.505
H -0.866 5.644 3.003
H -0.601 3.182 2.855
H 0.945 2.201 1.222



Entry 3:
95
Properties=species:S:1:pos:R:3 method="wB97M-V/def2-TZVPD" lumo_ev=1.856 orbital_gap_ev=5.442 homo_energy_ev=-3.6 total_charge=-1
In -0.406 0.346 -0.650
I -1.674 7.997 1.282
C -1.717 6.013 0.532
C -2.781 5.192 0.853
C -2.775 3.897 0.398
I -4.339 2.593 0.925
C -1.736 3.357 -0.391
O -1.756 2.145 -0.786
C -0.680 4.252 -0.712
C 0.457 3.718 -1.532
N 1.166 2.651 -0.833
C 1.774 3.107 0.403
C 0.759 3.208 1.504
C 0.699 4.334 2.320
C -0.279 4.412 3.293
C -1.159 3.350 3.423
C -0.989 2.254 2.596
N -0.053 2.171 1.664
C -0.674 5.551 -0.247
H -3.598 5.552 1.459
H 1.141 4.545 -1.793
H 0.069 3.286 -2.463
H 1.907 2.313 -1.441
H 2.271 4.081 0.268
H 2.527 2.372 0.697
H 1.393 5.150 2.180
H -0.362 5.284 3.928
H -1.955 3.366 4.152
H -1.639 1.395 2.680
H 0.160 6.200 -0.479
O 0.656 1.655 -7.021
C 0.477 1.315 -5.730
C -0.773 1.319 -5.113
C -0.853 1.037 -3.766
N 0.210 0.746 -3.035
C 1.379 0.677 -3.635
Br 2.868 0.218 -2.563
C 1.592 0.976 -4.963
H -0.196 1.808 -7.450
H -1.670 1.541 -5.672
H -1.796 1.044 -3.230
H 2.574 0.917 -5.401
O -0.129 -4.593 -1.273
C -1.009 -3.525 -1.091
C -2.109 -3.429 -2.162
C -2.757 -4.826 -2.328
O -3.283 -5.367 -1.141
C -1.598 -2.988 -3.540
Se 0.315 -2.586 -3.739
C -3.214 -2.506 -1.666
Se -2.845 -0.586 -1.317
H 0.395 -4.365 -2.063
H -0.464 -2.565 -1.055
H -1.481 -3.662 -0.114
H -2.008 -5.508 -2.753
H -3.604 -4.759 -3.019
H -2.548 -5.475 -0.527
H -2.111 -2.077 -3.855
H -1.786 -3.761 -4.288
H -3.638 -2.910 -0.740
H -4.008 -2.465 -2.419
C 2.763 1.679 4.433
C 1.533 1.071 4.613
C 1.033 0.219 3.646
C 1.742 -0.029 2.477
C 2.993 0.559 2.327
C 3.504 1.404 3.295
Si 1.023 -1.120 1.096
C 2.425 -2.344 0.702
C 3.217 -2.774 1.766
C 4.238 -3.683 1.573
C 4.496 -4.178 0.304
C 3.717 -3.760 -0.760
C 2.688 -2.856 -0.561
C -0.444 -2.052 1.870
C -0.324 -3.346 2.366
C -1.420 -4.005 2.894
C -2.661 -3.389 2.929
C -2.797 -2.102 2.433
C -1.695 -1.445 1.917
H 3.150 2.363 5.175
H 0.961 1.263 5.511
H 0.080 -0.267 3.800
H 3.577 0.333 1.443
H 4.478 1.854 3.159
H 3.028 -2.390 2.759
H 4.836 -4.007 2.414
H 5.302 -4.882 0.149
H 3.904 -4.139 -1.754
H 2.090 -2.555 -1.408
H 0.636 -3.841 2.320
H -1.308 -5.011 3.274
H -3.520 -3.911 3.328
H -3.759 -1.609 2.434
H -1.817 -0.442 1.520



Table of total energy (Ha), in record order: -3555.6898 -6986.9623 -10503.6233
Table of ΔE to the lowest compared entry with this formula, charge and spin (kJ/mol), in record order: 0.0 0.0 144.2